1.
ORCA calculation (ωB97M-V/def2-TZVPD) on a structure of composition H24NeO12.

Values from the calculation:
Electronic energy ... -28468.829 eV
ΔE to the lowest compared entry with this formula, charge and spin ... 32.2 kcal/mol
Frontier orbital gap ... 9.68 eV

Geometry as ORCA input:
```
! wB97M-V def2-TZVPD RIJCOSX def2/J DEFGRID3
* xyz 0 1
Ne 0.01 0.28 -0.07
O 2.38 -2.18 -1.48
H 2.22 -2.73 -2.24
H 3.17 -2.54 -1.08
O 2.48 -0.01 3.39
H 1.67 -0.05 2.88
H 2.18 0.12 4.29
O -1.53 2.64 -1.38
H -1.03 2.93 -2.15
H -2.44 2.63 -1.68
O -1.76 -3.78 0.59
H -0.92 -3.31 0.66
H -2.32 -3.38 1.25
O 0.66 -0.05 -3.61
H 1.47 0.27 -3.22
H 0.56 0.46 -4.41
O 0.86 -2.63 0.74
H 0.84 -1.81 1.22
H 1.38 -2.44 -0.05
O -1.72 1.44 1.63
H -1.80 2.17 1.01
H -1.44 1.84 2.45
O 3.28 0.37 -2.33
H 2.95 -0.41 -1.88
H 3.26 1.06 -1.67
O -0.15 -0.80 2.90
H -0.84 -1.14 3.47
H -0.61 -0.19 2.32
O 1.35 3.08 -0.15
H 0.55 2.66 -0.47
H 1.51 3.80 -0.76
O -1.80 -0.02 -2.02
H -0.97 -0.25 -2.45
H -1.66 0.87 -1.70
O -4.02 -0.01 1.92
H -4.59 0.63 2.34
H -3.20 0.46 1.78
*
```

Mulliken atomic charge list, values in e, 5 entries:
1 Ne 0.053
2 O -0.779
3 H 0.293
4 H 0.317
5 O -0.645



2.
ORCA calculation (ωB97M-V/def2-TZVPD) on a cluster of 12 separate species, H24O12 in total.

Values from the calculation:
SMILES string ... O.O.O.O.O.O.O.O.O.O.O.O
Electronic energy ... -24956.813 eV
ΔE to the lowest compared entry with this formula, charge and spin ... 112.6 kcal/mol
Frontier orbital gap ... 10.29 eV

Geometry as ORCA input:
```
! wB97M-V def2-TZVPD RIJCOSX def2/J DEFGRID3
* xyz 0 1
H -0.71 0.02 0.61
H 0.35 -0.20 -0.37
H 3.65 1.45 -0.67
H 4.04 2.41 0.43
H 1.08 -2.83 1.42
H 0.15 -1.72 1.26
H 0.94 -0.59 -2.83
H 1.39 -1.35 -1.56
H -1.05 2.08 1.74
H -0.62 1.74 3.24
H 3.47 0.80 -3.48
H 4.59 0.80 -2.37
H -2.74 2.20 -0.46
H -3.21 1.13 0.61
H 0.24 5.03 -0.54
H -0.69 4.47 0.55
H 1.08 -3.02 4.63
H 0.48 -1.71 4.58
H -3.23 -2.42 3.02
H -3.39 -3.12 1.59
H -0.28 -3.69 -3.34
H -1.59 -4.07 -2.78
H -2.97 1.43 -1.96
H -1.78 2.34 -1.74
O -0.45 0.21 -0.33
O 3.86 1.50 0.33
O 0.49 -2.50 0.79
O 1.47 -1.31 -2.48
O -0.55 2.40 2.47
O 3.98 0.24 -2.85
O -2.76 1.19 -0.21
O -0.63 4.71 -0.39
O 0.74 -2.41 5.21
O -2.96 -2.35 2.11
O -0.74 -3.81 -2.43
O -2.36 1.97 -2.40
*
```

Mulliken atomic charge list, values in e, 5 entries:
1 H 0.180
2 H 0.246
3 H 0.311
4 H 0.313
5 H 0.288



3.
ORCA calculation (ωB97M-V/def2-TZVPD) on a cluster of 12 separate species, H24O12 in total.

Values from the calculation:
SMILES string ... O.O.O.O.O.O.O.O.O.O.O.O
Electronic energy ... -24959.903 eV
ΔE to the lowest compared entry with this formula, charge and spin ... 41.3 kcal/mol
Frontier orbital gap ... 10.56 eV

Geometry as ORCA input:
```
! wB97M-V def2-TZVPD RIJCOSX def2/J DEFGRID3
* xyz 0 1
O 0.54 2.95 -1.24
H -0.32 3.08 -1.65
H 0.85 2.05 -1.27
O 1.47 2.25 2.91
H 2.36 2.03 3.15
H 1.49 2.66 2.05
O 3.20 -1.25 -1.29
H 4.01 -1.40 -0.80
H 2.61 -1.37 -0.54
O -3.37 0.35 1.03
H -2.92 -0.03 1.80
H -2.97 1.22 0.99
O 0.57 -0.05 -0.27
H -0.14 -0.42 -0.85
H 0.40 -0.21 0.68
O 0.66 -2.76 2.70
H 1.22 -3.37 3.17
H 0.15 -3.17 1.99
O 1.13 -1.88 -3.09
H 1.48 -1.22 -3.70
H 1.50 -1.77 -2.22
O -0.16 -0.13 2.43
H 0.22 0.71 2.76
H 0.00 -0.79 3.11
O -0.80 -2.06 -1.08
H -0.43 -2.21 -1.98
H -1.70 -1.85 -1.37
O 2.34 1.77 0.32
H 1.59 1.19 0.05
H 2.54 2.22 -0.50
O -3.94 -0.07 -1.80
H -4.06 0.74 -2.31
H -4.38 0.18 -0.97
O -1.82 1.24 -0.72
H -1.01 0.84 -0.36
H -2.32 0.53 -1.15
*
```

Mulliken atomic charge list, values in e, 5 entries:
1 O -0.631
2 H 0.290
3 H 0.256
4 O -0.680
5 H 0.311



4.
ORCA calculation (ωB97M-V/def2-TZVPD) on a cluster of 12 separate species, H24O12 in total.

Values from the calculation:
SMILES string ... O.O.O.O.O.O.O.O.O.O.O.O
Electronic energy ... -24959.416 eV
ΔE to the lowest compared entry with this formula, charge and spin ... 52.6 kcal/mol
Frontier orbital gap ... 9.60 eV

Geometry as ORCA input:
```
! wB97M-V def2-TZVPD RIJCOSX def2/J DEFGRID3
* xyz 0 1
O -0.75 -3.02 -0.97
H -0.14 -3.15 -0.22
H -1.50 -2.48 -0.70
O 0.23 -0.52 -0.03
H -0.09 -1.38 -0.34
H -0.54 0.12 -0.06
O -1.74 1.25 -0.13
H -2.34 1.36 0.63
H -2.28 1.45 -0.88
O -1.35 -0.20 -2.70
H -0.64 -0.74 -3.07
H -1.11 0.72 -2.88
O 0.32 -0.48 2.57
H 0.44 -0.50 1.62
H 1.22 -0.45 2.85
O 1.13 1.65 -1.87
H 1.57 1.67 -1.01
H 1.81 1.43 -2.53
O 2.11 -1.25 -1.81
H 1.43 -0.95 -1.21
H 2.93 -1.23 -1.32
O -0.50 -2.86 1.89
H -0.09 -3.58 2.45
H -0.12 -2.03 2.22
O 0.44 2.17 2.16
H 0.17 1.34 2.43
H 1.29 1.97 1.83
O 2.47 1.39 0.30
H 3.17 1.87 0.69
H 2.68 0.48 0.24
O -0.36 3.56 0.07
H 0.26 3.48 0.82
H -0.84 2.70 0.07
O -2.82 -1.51 -0.22
H -2.94 -0.59 0.06
H -3.49 -1.69 -0.92
*
```

Mulliken atomic charge list, values in e, 5 entries:
1 O -0.713
2 H 0.321
3 H 0.434
4 O -0.398
5 H 0.121



5.
ORCA calculation (ωB97M-V/def2-TZVPD) on a cluster of 12 separate species, H24O12 in total.

Values from the calculation:
SMILES string ... O.O.O.O.O.O.O.O.O.O.O.O
Electronic energy ... -24957.043 eV
ΔE to the lowest compared entry with this formula, charge and spin ... 107.3 kcal/mol
Frontier orbital gap ... 10.14 eV

Geometry as ORCA input:
```
! wB97M-V def2-TZVPD RIJCOSX def2/J DEFGRID3
* xyz 0 1
H 1.41 0.18 -0.33
H 0.64 0.76 -1.50
H -2.27 0.09 -1.29
H -1.51 1.39 -1.12
H -1.43 2.75 -2.89
H -2.17 2.82 -1.57
H -4.61 -1.81 -0.92
H -3.19 -1.96 -0.39
H -1.95 -3.08 0.84
H -2.95 -4.02 1.49
H 3.34 4.23 -2.06
H 4.30 4.02 -0.90
H -1.59 1.74 2.65
H -1.03 3.04 3.20
H 4.64 -2.53 2.09
H 4.31 -1.05 2.00
H -3.01 0.66 2.18
H -2.62 1.67 1.12
H 2.42 -1.34 -2.78
H 1.37 -0.71 -1.87
H 1.07 -0.41 3.22
H 2.33 0.42 3.37
H 2.68 -3.98 -2.18
H 1.20 -3.69 -2.07
O 0.51 0.30 -0.67
O -2.38 1.04 -1.35
O -1.94 3.35 -2.34
O -3.98 -2.47 -0.59
O -2.71 -3.63 0.64
O 3.38 3.92 -1.15
O -1.86 2.62 2.94
O 4.99 -1.66 2.30
O -3.34 1.08 1.38
O 2.33 -0.78 -2.00
O 1.57 0.29 2.79
O 2.04 -3.26 -2.24
*
```

Mulliken atomic charge list, values in e, 5 entries:
1 H 0.358
2 H 0.311
3 H 0.230
4 H 0.325
5 H 0.303



6.
ORCA calculation (ωB97M-V/def2-TZVPD) on a cluster of 12 separate species, H24O12 in total.

Values from the calculation:
SMILES string ... O.O.O.O.O.O.O.O.O.O.O.O
Electronic energy ... -24960.627 eV
ΔE to the lowest compared entry with this formula, charge and spin ... 24.6 kcal/mol
Frontier orbital gap ... 9.86 eV

Geometry as ORCA input:
```
! wB97M-V def2-TZVPD RIJCOSX def2/J DEFGRID3
* xyz 0 1
O -9.58 -15.63 22.03
H -8.67 -15.85 22.27
H -9.59 -15.58 21.05
O -12.53 -15.40 19.72
H -11.61 -15.35 19.42
H -12.51 -16.24 20.19
O -8.88 -12.70 18.86
H -9.31 -12.67 19.72
H -8.05 -13.15 19.02
O -11.59 -17.98 18.22
H -10.66 -18.25 18.10
H -11.91 -18.49 18.97
O -9.65 -15.70 19.28
H -9.14 -16.46 18.97
H -9.67 -15.09 18.52
O -8.08 -15.18 16.27
H -7.85 -15.27 15.34
H -9.06 -15.10 16.30
O -6.53 -16.46 18.40
H -6.77 -15.89 19.13
H -7.00 -16.09 17.63
O -8.85 -18.80 17.84
H -8.43 -18.26 18.54
H -9.05 -19.64 18.27
O -10.76 -15.54 16.63
H -11.62 -15.21 16.34
H -10.99 -16.32 17.17
O -7.75 -17.59 20.16
H -7.91 -17.81 21.08
H -6.80 -17.71 20.03
O -11.76 -17.62 21.32
H -10.86 -17.28 21.43
H -12.20 -17.40 22.15
O -11.32 -12.08 17.50
H -10.69 -12.62 17.99
H -11.05 -11.18 17.67
*
```

Mulliken atomic charge list, values in e, 5 entries:
1 O -0.638
2 H 0.294
3 H 0.375
4 O -0.648
5 H 0.295



7.
ORCA calculation (ωB97M-V/def2-TZVPD) on a cluster of 12 separate species, H24O12 in total.

Values from the calculation:
SMILES string ... O.O.O.O.O.O.O.O.O.O.O.O
Electronic energy ... -24960.238 eV
ΔE to the lowest compared entry with this formula, charge and spin ... 33.6 kcal/mol
Frontier orbital gap ... 9.95 eV

Geometry as ORCA input:
```
! wB97M-V def2-TZVPD RIJCOSX def2/J DEFGRID3
* xyz 0 1
O -0.92 1.42 2.33
H -0.34 0.88 1.80
H -1.79 1.26 1.98
O 0.37 3.11 -0.58
H 0.16 3.97 -0.22
H 1.20 2.87 -0.17
O -0.28 -2.57 0.12
H -0.50 -2.14 0.94
H -1.07 -3.05 -0.12
O 1.53 -0.05 -2.49
H 1.64 0.52 -3.25
H 1.53 -0.94 -2.86
O -2.40 2.10 -1.17
H -2.64 3.03 -1.11
H -1.46 2.09 -1.03
O -2.28 -0.50 -3.22
H -3.01 -1.08 -3.01
H -1.94 -0.22 -2.37
O -2.98 0.61 0.96
H -2.70 1.34 0.41
H -3.69 0.19 0.46
O -0.85 -1.77 2.72
H -1.14 -0.96 3.16
H -0.85 -2.43 3.42
O 2.12 -1.17 2.77
H 2.56 -1.46 1.97
H 1.19 -1.14 2.54
O 3.62 1.02 -0.87
H 4.41 0.49 -0.95
H 2.93 0.47 -1.26
O 0.23 0.29 0.17
H 0.51 0.41 -0.74
H -0.35 -0.47 0.14
O 2.59 -1.94 0.17
H 1.75 -1.61 -0.15
H 2.87 -2.57 -0.49
*
```

Mulliken atomic charge list, values in e, 5 entries:
1 O -0.733
2 H 0.344
3 H 0.453
4 O -0.585
5 H 0.268



8.
ORCA calculation (ωB97M-V/def2-TZVPD) on a cluster of 12 separate species, H24O12 in total.

Values from the calculation:
SMILES string ... O.O.O.O.O.O.O.O.O.O.O.O
Electronic energy ... -24956.473 eV
ΔE to the lowest compared entry with this formula, charge and spin ... 120.4 kcal/mol
Frontier orbital gap ... 8.45 eV

Geometry as ORCA input:
```
! wB97M-V def2-TZVPD RIJCOSX def2/J DEFGRID3
* xyz 0 1
H 0.09 -0.60 0.44
H -0.44 0.29 -0.68
H -1.57 3.81 3.72
H -2.11 2.59 2.99
H 3.24 3.52 0.30
H 4.52 2.77 -0.06
H -3.16 3.04 -0.63
H -2.27 3.69 0.41
H -2.84 0.18 -3.10
H -3.00 1.42 -2.24
H -2.28 -2.16 -0.28
H -3.03 -2.88 -1.38
H -0.75 -1.00 1.92
H 0.04 -1.27 3.19
H 2.91 0.77 -3.47
H 4.02 -0.24 -3.71
H -1.11 -3.16 0.34
H -1.52 -4.14 1.42
H 2.17 -1.44 2.23
H 3.46 -0.67 2.46
H -0.30 -1.48 -2.55
H -1.48 -0.76 -1.90
H 2.75 -0.56 -0.38
H 1.72 -1.16 0.57
O 0.08 0.32 0.12
O -1.69 2.86 3.82
O 3.59 2.85 -0.31
O -2.42 3.64 -0.54
O -3.49 0.66 -2.57
O -2.35 -3.01 -0.72
O 0.10 -1.32 2.23
O 3.57 0.24 -3.01
O -1.51 -3.20 1.21
O 3.13 -1.54 2.20
O -0.54 -0.66 -2.09
O 2.50 -1.39 0.05
*
```

Mulliken atomic charge list, values in e, 5 entries:
1 H 0.385
2 H 0.322
3 H 0.314
4 H 0.309
5 H 0.299